{
  "formula": "C9H10N3OS",
  "method": "ωB97M-V/def2-TZVPD",
  "total_charge": 1,
  "smiles": "[H]/N=[N+](C=O)/C=[N+](\\C)c1ccccc1[S-]",
  "e_homo_ev": [-12.52, -12.59],
  "spin_multiplicity": 1,
  "e_above_lowest_kcal_mol": 128.4,
  "total_energy_ev": -26835.78010,
  "gap_ev": [7.0, 6.5],
  "elements": ["C", "C", "C", "C", "C", "C", "C", "C", "C", "N", "N", "N", "O", "S", "H", "H", "H", "H", "H", "H", "H", "H", "H", "H"],
  "positions_angstrom": [[-3.2184, 0.5411, 0.1691], [-3.6057, -0.7757, -0.2727], [-1.9183, 0.9010, 0.2396], [-2.6465, -1.6966, -0.3513], [-0.8377, -0.0718, 0.0465], [-1.2494, -1.4331, -0.0714], [3.1774, 0.2015, -0.9012], [1.3740, -0.3223, 0.7305], [0.7276, 1.7007, -0.3388], [3.5488, -0.5467, 1.4621], [2.7091, -0.1902, 0.5325], [0.4041, 0.4077, 0.2125], [4.3418, 0.4192, -0.9874], [-0.2583, -2.8008, -0.1392], [-4.1820, 1.1637, 0.2514], [-4.6664, -0.9169, -0.5671], [-1.5303, 1.8470, 0.7885], [-2.7150, -2.7393, -0.6482], [2.4777, 0.0375, -1.6060], [1.0001, -1.1621, 1.4737], [0.1257, 1.8762, -1.2441], [0.4560, 2.5434, 0.3289], [1.9380, 1.7620, -0.2360], [4.5478, -0.7458, 1.1283]],
  "atomic_forces_ev_per_a": [[-3.2, -0.2, -1.2], [-0.8, 1.5, -0.2], [2.7, 0.9, 1.7], [1.6, -1.4, 0.0], [-5.0, -0.2, 1.2], [0.1, 0.3, -0.8], [4.4, -0.6, 4.1], [-0.8, -3.1, 2.8], [2.4, 1.9, 0.8], [1.1, -0.9, 0.6], [-0.5, 0.6, -1.9], [2.9, 0.1, -0.3], [-1.2, 0.1, -0.5], [0.6, 0.4, 0.1], [2.3, -0.2, 0.4], [1.0, -0.3, 0.4], [-1.2, -1.3, -1.5], [-0.9, 0.2, 0.1], [-2.6, -0.2, -2.6], [1.2, 1.9, -1.6], [1.2, -0.2, -0.2], [-0.2, -0.7, 0.0], [-3.2, 0.4, -1.3], [-1.8, 0.9, -0.2]],
  "lowdin_charge": [-0.04, -0.05, -0.01, -0.12, -0.23, -0.62, -0.15, -0.07, 0.01, 0.19, -0.15, -0.09, 0.17, 0.84, 0.15, 0.14, 0.15, 0.09, 0.11, 0.17, 0.13, 0.11, 0.15, 0.13]
}

=====

{
  "formula": "C9H10N4",
  "method": "ωB97M-V/def2-TZVPD",
  "smiles": "N#C/N=C(/N)NCc1ccccc1",
  "e_homo_ev": -9.17,
  "spin_multiplicity": 1,
  "e_above_lowest_kcal_mol": 158.0,
  "total_energy_ev": -15449.31396,
  "gap_ev": 9.4,
  "elements": ["C", "C", "C", "C", "C", "C", "C", "C", "C", "H", "H", "H", "H", "H", "H", "H", "H", "H", "H", "N", "N", "N", "N"],
  "positions_angstrom": [[1.4138, 1.3878, 1.0328], [1.0092, 0.2671, -1.0723], [-0.3358, -0.3889, -0.7381], [-0.4986, -1.4303, 0.2329], [-1.8614, -1.8594, 0.6172], [-2.8475, -1.5448, -0.1985], [-2.6129, -0.7821, -1.4426], [-1.2769, -0.4968, -1.8033], [3.4011, 1.0896, 2.0445], [-0.6753, 1.2805, 1.0417], [-0.0128, 3.1027, 1.1779], [2.5547, -0.2415, 0.4502], [1.8209, 0.0121, -1.7685], [0.7817, 1.1956, -1.6557], [0.5780, -1.6408, 0.8819], [-1.9056, -2.6523, 1.2517], [-3.8775, -1.7200, 0.2975], [-3.3231, -0.5135, -2.0923], [-0.9764, -0.0953, -2.8386], [0.1386, 1.9832, 0.7562], [1.6881, 0.4484, 0.0925], [2.1392, 1.7180, 2.0483], [4.6785, 0.8807, 1.6846]],
  "atomic_forces_ev_per_a": [[-2.3, 0.0, -1.2], [-1.3, 0.7, -2.3], [0.6, -4.7, -2.7], [1.7, 2.0, 2.2], [6.0, 0.7, -2.0], [-3.9, 2.7, -1.8], [3.7, -2.4, 3.3], [-1.2, 2.1, 0.5], [9.2, 0.4, -4.0], [2.2, 2.3, -0.7], [0.7, -4.8, -1.2], [-2.9, 2.5, -1.8], [-0.8, -2.0, -0.3], [-0.2, 0.0, 1.3], [-3.7, 0.3, -1.5], [-0.5, -1.7, 2.4], [1.3, 0.1, -1.8], [-3.0, 0.5, -2.2], [-0.8, -0.4, 1.7], [-1.5, 2.5, 2.5], [5.5, -0.7, 5.3], [2.7, -1.4, 0.7], [-11.5, 1.3, 3.7]],
  "lowdin_charge": [-0.51, -0.23, -0.24, 0.00, -0.13, -0.11, -0.04, -0.04, -0.25, 0.14, 0.20, 0.21, 0.14, 0.14, 0.17, 0.07, 0.13, 0.05, 0.14, 0.06, -0.02, 0.07, 0.05]
}

=====

{
  "formula": "C9H10N4",
  "method": "ωB97M-V/def2-TZVPD",
  "smiles": "Cc1ccccc1N/C(N)=N/C#N",
  "e_homo_ev": -9.03,
  "spin_multiplicity": 1,
  "e_above_lowest_kcal_mol": 64.6,
  "total_energy_ev": -15453.36457,
  "gap_ev": 9.4,
  "elements": ["C", "C", "C", "C", "C", "C", "C", "C", "C", "H", "H", "H", "H", "H", "H", "H", "H", "H", "H", "N", "N", "N", "N"],
  "positions_angstrom": [[0.1208, 1.7396, 1.0952], [1.0181, 0.7693, 0.3443], [2.2038, 1.1918, -0.1170], [3.0513, 0.3256, -0.9610], [2.7575, -0.9827, -0.9049], [1.4491, -1.4563, -0.5332], [0.5890, -0.5753, 0.1035], [-1.7480, -0.6178, 0.1536], [-2.9871, 0.5592, -1.2139], [-0.6526, 2.1869, 0.4259], [-0.4468, 0.9699, 1.8551], [0.7461, 2.3650, 1.9527], [2.3660, 2.2398, -0.0585], [3.9105, 0.8175, -1.5212], [3.3651, -1.7364, -1.4199], [1.1899, -2.3927, -0.8381], [-0.6504, -2.2074, 0.7928], [-3.8828, -0.9474, 0.1494], [-3.0312, -1.2157, 1.7136], [-0.5728, -1.1179, 0.6851], [-2.9614, -1.1720, 0.5867], [-1.7440, 0.3587, -0.8090], [-4.0900, 0.8983, -1.4813]],
  "atomic_forces_ev_per_a": [[-0.1, -2.0, 4.0], [-1.8, -0.4, 0.9], [1.6, -1.2, -3.1], [0.2, 3.4, 1.9], [-1.3, -2.3, -1.8], [1.9, 4.0, 1.1], [2.2, -0.8, 0.1], [-2.0, 1.4, -1.8], [-3.0, 2.3, -0.7], [0.9, 0.2, 0.9], [0.8, 2.1, -1.7], [-1.7, -0.9, -2.9], [0.6, 0.7, 0.1], [-1.0, -1.1, 1.0], [0.0, 0.4, 0.1], [-0.8, -2.6, -0.3], [0.5, 3.0, -0.2], [1.6, 0.3, 0.3], [0.2, -0.1, -3.7], [-2.4, -1.7, -0.5], [0.5, -0.4, 3.9], [0.5, -3.1, 1.9], [2.6, -1.2, 0.4]],
  "lowdin_charge": [-0.07, -0.27, -0.04, -0.06, -0.11, 0.00, -0.24, -0.40, -0.41, 0.07, 0.11, 0.14, 0.10, 0.12, 0.10, 0.08, 0.20, 0.09, 0.17, 0.08, 0.10, 0.12, 0.11]
}

=====

{
  "formula": "C9H10N4S",
  "method": "ωB97M-V/def2-TZVPD",
  "e_homo_ev": [-4.85, -8.38],
  "spin_multiplicity": 3,
  "e_above_lowest_kcal_mol": 0.0,
  "total_energy_ev": -26284.31462,
  "gap_ev": [5.4, 5.3],
  "elements": ["C", "C", "C", "C", "C", "C", "C", "C", "C", "N", "N", "N", "N", "S", "H", "H", "H", "H", "H", "H", "H", "H", "H", "H"],
  "positions_angstrom": [[-2.1619, -1.1876, -2.7634], [-1.1687, -0.2661, -2.5305], [-2.3249, -1.9594, -1.7059], [-0.5865, -0.4269, -1.2520], [1.8364, 0.0547, 1.4762], [-0.1661, 0.6327, 1.7609], [0.4144, 0.4949, -0.6218], [3.1743, -0.3247, 0.8770], [-1.5870, 1.2356, 1.8553], [1.6784, 0.1653, 2.7761], [0.4111, 0.4555, 2.9350], [1.0431, 1.2076, -1.4335], [0.6994, 0.2892, 0.7299], [-1.2830, -1.7551, -0.4305], [-2.7463, -1.2088, -3.8007], [-0.5490, 0.3945, -3.2275], [-3.1320, -2.7590, -1.5823], [2.9767, -0.2148, -0.2750], [3.9791, 0.2973, 1.2630], [3.3937, -1.3643, 1.3090], [-2.0813, 0.7304, 2.6401], [-1.3943, 2.3095, 2.1652], [-2.1541, 1.3275, 0.9219], [1.7287, 1.8721, -1.0864]],
  "atomic_forces_ev_per_a": [[-1.6, 0.9, -4.4], [4.1, 1.9, 0.8], [-3.8, -4.4, 1.0], [-0.3, 1.3, 0.0], [4.1, -0.4, -4.1], [-3.7, 1.0, -1.9], [-1.2, -2.5, -0.3], [-2.0, -0.6, -0.9], [2.5, 1.5, -1.7], [-2.8, 0.7, 2.9], [2.8, -0.8, 3.9], [2.1, 2.0, -1.9], [-1.5, 0.1, 0.5], [0.5, 0.8, 0.7], [1.2, -0.2, 2.7], [-1.7, -0.7, 0.9], [1.4, 1.2, -0.3], [1.2, -0.7, 2.1], [0.0, 0.3, -0.2], [-0.2, 1.1, -1.2], [-0.7, -0.5, 0.7], [-0.3, -1.0, 0.0], [0.2, -0.5, 0.2], [-0.1, -0.2, 0.4]],
  "lowdin_charge": [-0.23, -0.14, -0.52, -0.47, -0.32, -0.27, -0.47, 0.00, 0.02, 0.11, 0.08, 0.13, 0.06, 1.04, 0.16, 0.13, 0.10, 0.11, 0.07, 0.11, 0.06, 0.11, 0.08, 0.05]
}